Record 1
Computed, not measured: a gas-phase ion, C3H3N2O (charge +1), with ωB97M-V/def2-TZVPD.

Geometry as XYZ:
```
9
Properties=species:S:1:pos:R:3:forces:R:3
O 1.14843 1.42036 3.27945 -0.6571 -1.1178 -1.3098
N -0.37800 0.59540 -0.58676 0.4265 0.5427 -0.2647
N -0.26125 0.32817 1.70488 -1.0094 -0.9994 -2.1358
C -0.72703 1.09545 -1.61266 0.3095 0.8409 0.5706
C 0.31351 0.17486 0.37504 -2.6136 0.6061 0.6186
C 0.49614 0.87417 2.51173 1.1379 2.3495 3.4399
H 1.24521 -0.16899 0.29238 3.3841 -1.5069 -0.2187
H -1.35433 0.61382 -2.28173 -1.2040 -0.7199 -1.5871
H -1.27952 0.23753 1.73713 0.2260 0.0048 0.8869
```
Forces are in eV/Å.

Values from the calculation:
Gap between HOMO and LUMO   0.28615 Eh
Energy above the lowest of the compared OMol25 structures with the same formula, charge and spin   76.20 kcal/mol
E_tot   -300.4480 Eh
Charge   +1
LUMO energy   -5.69 eV
HOMO   -13.47 eV

***

Record 2
Computed, not measured: 2 unconnected molecules or ions with the total composition C14H15F8N2OS, with ωB97M-V/def2-TZVPD.

Geometry as XYZ:
```
41
Properties=species:S:1:pos:R:3:forces:R:3
S 2.01755 0.66295 1.45066 -0.7253 -0.6997 0.2870
F -1.66511 3.19199 0.54917 0.1057 -0.1684 -0.1589
F -5.23608 4.10266 0.76272 0.0151 -0.4476 0.0406
F 0.17589 3.24804 -0.58541 0.0585 -0.3179 -0.2532
F -3.66711 1.83807 1.04687 -0.3066 0.2968 0.1002
F -1.93462 2.65630 -2.23848 0.1814 -0.0641 0.2920
F -0.53636 1.01122 -1.99933 0.2549 -0.1874 0.4515
F -5.63989 1.36439 0.31667 0.0102 0.4433 -0.1345
F -3.67173 4.10474 -0.74432 -0.0664 -0.3063 -0.0184
O -3.97058 1.28539 -1.11672 0.5100 0.8822 0.7514
N -0.56904 -2.21787 1.76997 -1.0770 -2.0378 -0.3934
N 0.12386 -1.13964 2.09682 1.6040 -0.3606 -3.1864
C 1.02055 -0.86733 1.11577 1.1790 1.7093 -1.0467
C -0.81628 2.42540 -0.15665 0.4599 0.5274 0.3301
C -4.78350 3.45565 -0.33572 -0.2334 0.8656 -0.2048
C -1.49369 1.74550 -1.34608 -0.8940 0.3651 -0.5910
C 3.88759 -1.17484 -0.70491 0.2303 0.2266 0.0426
C -4.48786 1.98822 -0.01257 0.2385 -1.4537 -0.1907
C 4.20053 -2.48743 0.14589 1.2081 0.6265 1.2535
C 5.09517 -1.76007 2.69453 -1.2070 0.5148 -0.5242
C 0.49223 -2.80837 -0.42295 0.2955 3.3777 3.3222
C 2.37687 -1.03459 -1.19374 -0.4576 -0.7715 -0.1571
C 1.30203 -1.56759 -0.17863 -1.7097 -2.1103 0.1948
C 4.58939 -2.07878 1.62268 0.5982 -0.3286 -0.4036
C -2.64463 0.77566 -1.00394 -0.3278 -0.6661 -0.3464
C -0.47176 -3.03796 0.68871 1.2188 -0.1766 -1.9122
H 2.26347 -1.64613 -2.14900 -0.0178 0.7370 1.2664
H 4.55004 -1.17683 -1.63350 -1.0375 0.0417 1.1773
H 5.33879 -1.28880 3.68735 -0.2108 -1.0478 -1.7303
H -2.59992 -0.01550 -1.75681 -0.0038 0.2439 -0.1154
H -0.36894 1.68842 0.51542 -0.0856 -0.1179 -0.0206
H 5.12910 -2.96557 -0.31202 -1.3146 0.4311 0.7497
H 2.12133 0.03293 -1.46816 0.2885 -1.1662 0.3315
H -1.15267 -3.93831 0.62222 0.7132 1.3812 0.4812
H 4.19100 -0.27457 -0.08631 -0.4072 -1.1587 -0.8200
H -2.48369 0.26555 -0.05078 0.0732 0.3162 0.0915
H 0.58996 -3.46744 -1.32211 -0.2087 0.7242 1.1030
H -5.53447 3.53806 -1.12486 -0.0187 -0.2353 0.0287
H -1.30004 -2.46069 2.46282 0.6580 0.1844 -0.4678
H 2.18895 1.28060 0.23030 -0.4353 -0.9317 0.4598
H 3.37362 -3.25343 0.16443 0.8441 0.8593 -0.0795
```
Forces are in eV/Å.

Values from the calculation:
Gap between HOMO and LUMO   0.27082 Eh
E_tot   -1923.9211 Eh
Charge   +1
LUMO energy   -5.43 eV
HOMO   -12.80 eV

***

Record 3
Computed, not measured: a molecular structure, C36H63B3O13S, with ωB97M-V/def2-TZVPD.

Geometry as XYZ:
```
116
Properties=species:S:1:pos:R:3:forces:R:3
S -1.22010 1.15373 0.81112 -0.1096 0.1151 0.3698
O 4.18590 -0.64040 2.69147 0.0233 -0.6277 0.1962
O 2.89116 5.10165 -4.32466 -0.1196 -0.2247 -0.1055
O 3.38740 3.78362 0.64245 -0.3932 -0.0489 -0.0805
O 1.54865 3.44920 -4.91144 -0.1302 0.2211 -0.1604
O 3.36883 2.52669 -1.15803 -0.1523 -0.0137 -0.0011
O -6.55295 -3.35621 5.85688 0.1162 0.0443 0.0696
O -1.70550 -3.46830 -1.52332 0.1367 1.3454 0.2332
O 3.11743 -1.39024 4.55253 0.8532 0.0279 -1.2606
O -5.21576 -4.92680 6.61424 0.3117 0.2338 0.0017
O -3.37847 8.02683 -6.92699 -0.0597 -0.1099 0.0238
O -2.09193 6.38046 -6.24659 -0.3097 -0.2815 -0.0824
O -2.43916 -1.21893 -1.01910 0.8058 -0.5630 0.5329
O -0.45554 -1.50297 -2.27245 -0.2912 -0.5276 1.4005
C 5.04824 5.03736 1.91210 0.0927 -0.0067 -0.1674
C -6.43443 -4.35727 6.50420 -0.3109 -0.1722 -0.1130
C -4.93015 -6.02479 7.48331 -0.0661 -0.2432 0.0133
C 3.86094 4.09823 1.95697 0.2457 0.1011 0.1998
C -4.44554 -1.66946 1.57224 -0.1531 1.0618 -0.6947
C -4.46567 -1.53461 2.94112 -0.0571 0.6717 0.7712
C 5.22834 -2.37489 4.10433 -0.2334 0.5024 -0.1650
C -0.85044 5.66202 -6.25786 0.2715 0.0860 0.1825
C -4.22035 -2.58514 3.78697 0.1328 -0.2385 0.4628
C 3.91578 2.82127 -0.12610 0.3595 0.0358 -0.0660
C 3.94798 2.99930 -4.56443 0.1571 -0.1331 -0.4671
C -1.07589 8.30785 -7.40014 0.1364 -0.2431 -0.4499
C -3.92355 -3.95385 1.86324 0.2440 -1.0761 -0.0750
C 1.26757 1.10899 -4.30840 0.1386 -0.0474 0.1964
C -5.29172 -7.35053 6.84550 -0.1303 -0.0039 -0.1008
C 3.54523 -2.66910 -0.31366 -0.4671 -0.1620 0.6010
C 3.61786 -2.56792 1.21750 0.6609 0.9227 -0.1796
C 5.22455 2.18010 0.27110 -0.1579 -0.2996 0.4130
C 4.08189 -1.43041 3.81508 -0.8343 0.1205 1.8099
C 0.59680 -3.83089 -2.57862 -0.1501 0.8719 -0.1453
C -7.63040 -5.03796 7.12722 0.0610 0.0616 0.5055
C -0.24986 -0.01265 -0.20613 -0.0275 0.7540 0.2707
C 2.09479 -2.58137 -0.85629 1.3156 0.0161 -0.4581
C -4.05161 -3.16380 -0.49479 0.8023 -0.1753 0.0369
C -0.03682 3.32814 -0.42499 -0.2174 -0.4721 0.2103
C -0.04812 2.56911 0.92883 -0.0791 -0.4338 -1.2747
C -4.14736 -2.90263 1.00333 -0.2189 0.0853 -0.5453
C 0.10430 6.15603 -5.19448 -0.2053 0.3552 -0.1192
C 4.92934 -3.65463 4.26476 0.0094 -0.2168 0.3592
C -2.27438 7.55852 -6.86587 0.1758 0.2572 0.0967
C -3.96487 -3.81265 3.22659 0.1963 -0.5674 0.6299
C 2.00490 -3.30309 -2.21297 -0.1861 -0.5051 0.4408
C 3.32280 -1.10135 1.63103 -0.3234 -0.9466 -0.4326
C 2.77036 3.94011 -4.61315 0.4682 -0.2788 0.3902
C -4.75871 -0.44421 0.73478 -0.0779 -0.7213 -0.5990
C 1.31800 2.13100 -5.42163 0.0402 -0.2387 0.1199
B -1.10384 -0.91100 -1.17233 0.0923 0.8054 -0.8785
B -2.67846 -2.58607 -1.04881 -1.3183 -0.2477 -0.0055
B -0.58496 -2.87810 -2.09962 0.8575 -1.0945 -1.1487
H -5.01581 -8.17826 7.49981 0.0188 0.0127 -0.0033
H 0.34311 -0.62754 0.48238 -0.0803 -0.1363 -0.2241
H -5.14165 -0.79269 -0.23159 -0.1041 0.2825 0.0887
H -4.23315 -2.47644 4.86292 -0.1119 0.1014 -0.0648
H -4.66919 -0.56658 3.39036 -0.0679 0.0271 -0.2272
H -3.96596 -4.24865 -0.62089 -0.3137 0.1166 -0.1042
H -3.79290 -4.67946 3.85686 -0.0153 0.0735 -0.0064
H 4.82548 3.53341 -4.92287 -0.0164 0.1224 0.1699
H -1.00280 3.17290 -0.91393 0.0039 0.2761 0.1259
H -5.40752 -5.88389 8.45462 -0.0719 -0.0061 -0.0415
H 2.97558 -3.27727 1.74849 -0.0552 0.0324 -0.2273
H -3.85563 -5.98758 7.65766 -0.0039 0.1540 -0.0797
H 4.64598 -2.77977 1.52636 -0.0964 -0.0393 -0.0781
H -0.22906 7.67369 -7.65096 0.0528 0.0239 0.1803
H 2.66802 -4.17516 -2.16422 -0.0126 0.1163 -0.0963
H 0.55455 -3.88311 -3.67640 -0.1704 -0.2746 0.1413
H -1.37272 8.81574 -8.31536 -0.1251 0.1374 0.1374
H 3.52677 -0.48979 0.75046 0.0764 0.3346 0.3793
H 4.06091 -3.58394 -0.62097 -0.2552 0.0021 -0.1317
H 1.03627 0.11899 -4.70321 -0.0440 0.0142 -0.0019
H -0.36038 6.09647 -4.20925 -0.0044 -0.1109 -0.0153
H 5.18788 1.13173 -0.01753 0.0515 0.0688 -0.2064
H -7.39046 -5.67244 7.97740 0.0202 -0.1248 -0.1168
H 2.25685 -1.02205 1.87481 0.2311 0.3879 0.3338
H 5.89915 4.58744 1.39971 0.0168 -0.0459 0.0815
H 2.42755 -2.65034 -2.98283 -0.2266 -0.0282 -0.0009
H 0.43347 -4.83069 -2.16813 0.0561 0.0528 -0.1323
H 0.35026 2.17603 -5.92049 0.0060 0.1848 0.0271
H 0.47308 0.57955 -0.78180 -0.0883 -0.2185 -0.0894
H 5.35895 5.30878 2.92132 -0.0285 -0.0032 0.0001
H 3.83930 2.11540 -5.18900 -0.0795 -0.0672 0.1245
H -0.76643 9.04812 -6.66390 -0.0084 -0.0091 0.0061
H -1.11369 4.62463 -6.05249 -0.1776 0.0534 -0.0111
H 0.50748 1.38095 -3.57499 -0.0661 -0.0060 -0.0753
H -8.30874 -4.26871 7.48917 -0.0417 0.0429 -0.2197
H 6.24554 -2.00737 4.20502 -0.0679 0.0458 -0.7370
H -0.34680 3.22060 1.74837 -0.0839 -0.2770 0.0834
H 1.00844 5.56159 -5.18734 -0.1414 0.1912 0.0100
H 0.70531 2.88789 -1.09606 0.1329 0.3411 0.1152
H -4.92158 -2.80952 -1.05593 0.0851 0.0690 0.0977
H 4.10875 2.69544 -3.52930 -0.0778 0.0247 0.0024
H 6.03757 2.67227 -0.26137 -0.0231 0.0061 -0.0181
H 2.21705 1.05320 -3.77421 0.0134 -0.0320 -0.0345
H -0.40749 5.67863 -7.25616 -0.0140 0.0802 0.0015
H 0.37740 7.20067 -5.35412 0.0213 -0.0182 -0.0650
H 4.10673 -1.82005 -0.72209 0.1511 -0.2655 -0.0555
H 3.02797 4.59014 2.45684 -0.1077 -0.0517 -0.1555
H -3.71586 -4.95238 1.48425 -0.0194 0.1611 -0.2188
H -5.51938 0.18663 1.19619 0.1734 -0.0104 0.0725
H 3.90254 -3.95466 4.45781 0.0357 -0.0556 -0.5880
H -3.86268 0.12664 0.49069 -0.0996 0.1188 0.2496
H 4.06755 3.18721 2.52135 0.0433 -0.0278 -0.0749
H 5.42437 2.20212 1.33954 0.0669 0.1359 -0.0263
H 0.12825 4.40000 -0.30225 0.2335 -0.1290 -0.0820
H -6.35952 -7.41901 6.63622 -0.0086 -0.0160 0.0871
H 0.92882 2.11659 1.11672 -0.0067 0.3262 0.2906
H 2.05137 1.87612 -6.18881 0.0737 0.0408 0.0613
H 1.92984 -1.51571 -1.03316 -0.5385 -0.1193 0.2469
H 5.68957 -4.42895 4.25892 0.0012 0.1509 0.4233
H -4.77223 -7.46520 5.89376 0.0740 0.0056 0.0508
H -8.13507 -5.63050 6.36524 0.0057 0.0146 -0.0087
H 1.39558 -2.96510 -0.10376 -0.0563 -0.0439 -0.2000
H 4.79089 5.94526 1.36611 -0.0594 0.0109 0.0679
```
Forces are in eV/Å.

Values from the calculation:
Gap between HOMO and LUMO   0.31624 Eh
E_tot   -2860.6638 Eh
LUMO energy   0.41 eV
HOMO   -8.20 eV

***

Record 4
Computed, not measured: a molecular structure, C5H5Br15, with ωB97M-V/def2-TZVPD.

Geometry as XYZ:
```
25
Properties=species:S:1:pos:R:3:forces:R:3
Br -3.59777 -0.02605 -1.23308 -1.3664 1.0290 -0.2939
Br -0.37073 2.87469 5.17616 0.3283 -0.1259 0.1928
Br -0.67301 1.84766 0.81352 -0.0122 -0.6314 -1.9992
Br 4.98260 -2.50016 -3.47441 -0.1153 0.5792 0.4438
Br 0.04257 -1.79081 0.07959 0.1633 -0.9479 0.5621
Br -1.22697 2.75097 -2.36368 1.3572 -1.9477 1.4290
Br 5.97548 -0.89813 -0.87857 1.1711 1.0089 0.0390
Br 1.79357 4.23928 3.25162 -0.3354 -1.1266 0.3395
Br 3.60587 -2.70645 -0.61032 -0.4348 0.0555 -0.4594
Br 1.27201 -4.55578 1.29617 -0.9587 0.1374 -0.3624
Br 2.51657 1.38513 4.66036 -0.8239 0.5246 -0.3102
Br -4.51361 3.02496 -2.28299 -1.0896 -1.5509 0.2810
Br -5.92773 0.19699 -3.46992 0.6512 0.9907 1.0250
Br 1.47478 0.92875 -1.55674 -1.3364 0.5020 0.3563
Br -1.86728 -4.28169 -0.01580 1.0524 -0.0962 0.9272
C -0.35586 -3.52041 1.01177 -0.0483 1.1856 -0.6606
C -0.46614 1.25863 -1.12228 1.0156 1.7687 -0.1612
C 4.51005 -1.48987 -1.85486 -0.9400 -1.5531 -0.1250
C -5.10441 1.16192 -1.89210 0.5229 -0.6105 -0.9936
C 1.07824 2.50738 3.95293 0.1415 0.7175 -0.2432
H -0.91877 0.28939 -1.33159 -0.3667 0.5984 0.1969
H -5.91573 1.17879 -1.16438 0.5378 0.1013 0.0256
H -0.65598 -3.16616 1.99795 -0.3120 -0.5082 -0.3116
H 0.55495 2.01096 3.13572 0.7673 -0.0202 0.0721
H 3.78731 -0.71998 -2.12505 0.4311 -0.0804 0.0297
```
Forces are in eV/Å.

Values from the calculation:
Gap between HOMO and LUMO   0.32575 Eh
Energy above the lowest of the compared OMol25 structures with the same formula, charge and spin   39.18 kcal/mol
E_tot   -38803.6118 Eh
LUMO energy   -1.15 eV
HOMO   -10.01 eV

***

Question: Which value of gap between HOMO and LUMO does entry 3 give?
Answer: 0.31624 Eh